[1]
Entry from OMol25: a molecular structure, C20H11BrF5N3O2SZn (ωB97M-V/def2-TZVPD).

Computed properties:
- HOMO energy (eV) = -1.67
- max |F| (hartree/bohr) = 0.005

Structure (ORCA input):
```
! wB97M-V def2-TZVPD RIJCOSX def2/J DEFGRID3
* xyz -2 1
Zn 0.31 -0.40 -0.54
N 3.99 2.35 -0.93
C 2.77 1.67 -0.83
S 2.82 0.07 -0.21
N 1.75 2.38 -1.21
N 0.51 1.74 -1.11
C -0.46 2.56 -1.17
C -1.89 2.26 -1.17
C -2.76 3.35 -1.12
C -4.14 3.20 -1.16
C -4.66 1.91 -1.28
C -3.83 0.81 -1.34
C -2.40 0.93 -1.27
O -1.66 -0.10 -1.34
H 4.76 1.71 -1.05
H 3.96 3.08 -1.63
H -0.20 3.62 -1.25
H -2.33 4.35 -1.04
H -4.79 4.07 -1.11
H -5.73 1.76 -1.32
H -4.23 -0.19 -1.42
Br 0.66 -6.72 -3.01
C 0.57 -4.93 -2.31
C 1.73 -4.30 -1.92
C 1.64 -3.00 -1.42
C 0.43 -2.30 -1.29
C -0.71 -3.01 -1.70
C -0.66 -4.31 -2.21
H 2.68 -4.80 -2.01
H 2.57 -2.51 -1.13
H -1.67 -2.51 -1.64
H -1.57 -4.82 -2.52
F 2.39 0.38 6.11
C 1.73 0.28 4.93
C 0.78 1.22 4.57
F 0.51 2.24 5.40
C 0.11 1.11 3.37
F -0.80 2.05 3.07
C 0.33 0.06 2.44
O -0.31 -0.03 1.34
C 1.31 -0.87 2.87
F 1.59 -1.91 2.07
C 1.99 -0.76 4.06
F 2.91 -1.69 4.41
*
```

[2]
Entry from OMol25: 8 unconnected molecules or ions with the total composition C22H64Cl3O28P7 at a distorted geometry (ωB97M-V/def2-TZVPD).

Computed properties:
- HOMO energy (eV) = -10.04
- SMILES string = COP(=O)(OC)OC.COP(=O)(OC)OC.COP(=O)(OC)OC.COP(=O)(OC)OC.COP(=O)(OC)OC.COP(=O)(OC)OC.COP(=O)(OC)OC.ClC(Cl)Cl
- max |F| (hartree/bohr) = 0.032
- energy relative to the best compared isomer or geometry (same formula, charge and spin) (eV) = 0.000

Structure (ORCA input):
```
! wB97M-V def2-TZVPD RIJCOSX def2/J DEFGRID3
* xyz 0 1
C -4.72 5.16 -7.28
O -4.54 4.23 -6.22
P -3.17 4.18 -5.47
O -1.97 4.30 -6.29
O -3.34 5.30 -4.38
C -2.24 5.59 -3.49
O -3.36 2.83 -4.68
C -2.28 2.18 -4.06
H -3.98 5.97 -7.29
H -5.65 5.71 -7.12
H -4.72 4.66 -8.24
H -2.21 6.66 -3.34
H -1.29 5.22 -3.89
H -2.45 5.13 -2.53
H -2.26 1.10 -4.22
H -2.37 2.29 -2.97
H -1.30 2.56 -4.36
C 2.94 3.08 4.83
O 1.68 2.61 4.32
P 0.39 2.83 5.22
O 0.31 4.13 5.89
O 0.38 1.59 6.20
C 0.74 1.71 7.59
O -0.76 2.54 4.23
C -0.88 1.28 3.52
H 3.64 2.26 4.95
H 2.82 3.68 5.73
H 3.37 3.72 4.05
H 1.66 1.16 7.74
H -0.09 1.32 8.19
H 0.86 2.76 7.87
H -0.56 1.40 2.49
H -1.97 1.19 3.44
H -0.43 0.41 3.99
C -7.80 -1.17 -0.96
O -6.84 -1.84 -0.14
P -5.31 -1.78 -0.57
O -4.64 -0.58 -0.08
O -5.33 -2.00 -2.13
C -4.07 -1.99 -2.83
O -4.74 -3.11 0.03
C -5.53 -4.29 0.18
H -8.46 -0.56 -0.35
H -8.43 -1.89 -1.48
H -7.36 -0.51 -1.70
H -3.81 -3.03 -3.03
H -3.30 -1.46 -2.26
H -4.19 -1.50 -3.79
H -5.97 -4.31 1.18
H -4.90 -5.17 0.04
H -6.38 -4.27 -0.50
C 8.21 0.34 1.43
O 6.78 0.17 1.32
P 5.83 0.65 2.48
O 6.10 0.10 3.81
O 5.83 2.24 2.39
C 6.57 3.05 3.27
O 4.47 0.29 1.82
C 3.25 0.44 2.56
H 8.65 -0.22 0.62
H 8.56 -0.06 2.39
H 8.42 1.40 1.36
H 6.51 2.75 4.33
H 6.20 4.07 3.19
H 7.65 3.03 3.06
H 2.59 -0.41 2.41
H 2.73 1.30 2.14
H 3.48 0.51 3.62
C -3.86 2.72 0.82
O -3.33 3.87 0.13
P -1.95 4.50 0.54
O -1.61 5.71 -0.19
O -1.99 4.62 2.11
C -2.78 5.61 2.77
O -0.95 3.29 0.37
C 0.08 3.33 -0.63
H -4.95 2.78 0.78
H -3.49 2.69 1.84
H -3.53 1.81 0.32
H -3.44 6.18 2.11
H -2.09 6.34 3.20
H -3.33 5.14 3.58
H 0.09 4.24 -1.22
H -0.16 2.50 -1.28
H 1.03 3.16 -0.11
C 0.25 -6.17 0.22
O 1.14 -5.16 0.67
P 2.20 -5.41 1.81
O 1.73 -5.19 3.17
O 2.73 -6.86 1.50
C 3.17 -7.72 2.57
O 3.41 -4.52 1.35
C 3.25 -3.12 1.14
H -0.74 -5.75 0.05
H 0.16 -7.00 0.93
H 0.60 -6.59 -0.72
H 4.12 -8.17 2.30
H 2.41 -8.48 2.73
H 3.29 -7.15 3.49
H 2.93 -2.65 2.09
H 2.41 -2.93 0.48
H 4.21 -2.68 0.88
C 0.18 -5.11 -4.40
O 1.15 -4.15 -4.84
P 1.54 -2.98 -3.90
O 0.50 -2.02 -3.55
O 2.13 -3.67 -2.60
C 3.14 -4.67 -2.71
O 2.79 -2.39 -4.66
C 3.09 -0.99 -4.48
H -0.49 -5.28 -5.23
H -0.37 -4.74 -3.52
H 0.68 -6.03 -4.11
H 3.36 -4.94 -3.74
H 2.86 -5.58 -2.17
H 4.02 -4.30 -2.18
H 2.66 -0.42 -5.30
H 4.18 -0.93 -4.44
H 2.73 -0.62 -3.52
Cl -1.42 -2.19 0.26
C -0.36 -1.09 -0.61
Cl 0.57 -0.07 0.50
Cl -1.29 0.01 -1.61
H 0.32 -1.69 -1.20
*
```